# C6H10

A 3-piece molecular cluster, C6H10 overall (wB97M-V/def2-TZVPD, OMol25).

Positions of all 16 atoms, in Å:
C: -1.75 0.19 0.53
C: -0.58 1.05 -0.20
C: 0.82 1.00 -0.16
C: 1.35 -0.22 0.55
C: 0.24 -1.25 0.24
C: -0.88 -0.42 -0.44
H: -1.73 -0.12 1.58
H: -2.67 0.69 0.24
H: -1.04 1.79 -0.85
H: 0.70 0.13 -1.81
H: 1.45 1.86 -0.38
H: 1.49 -0.02 1.62
H: 2.32 -0.54 0.16
H: -0.13 -1.76 1.13
H: 0.59 -2.02 -0.46
H: -0.17 -0.34 -1.74

Summary:
Kohn-Sham gap ... 8.44 eV
Energy above the lowest of the compared OMol25 structures with the same formula, charge and spin ... 589.1 kJ/mol
Max |F| ... 0.50 eV/A


# C6H10

An isolated molecule of C6H10 (wB97M-V/def2-TZVPD, OMol25).

Positions of all 16 atoms, in Å:
C: -0.71 -1.74 -0.49
C: -0.06 -0.46 -0.89
C: 1.76 -0.13 0.44
C: 0.75 0.53 1.03
C: 0.04 1.63 0.29
C: -0.92 0.77 -0.55
H: -0.03 -2.59 -0.45
H: -1.37 -1.92 -1.36
H: -1.37 -1.73 0.39
H: 2.14 -1.06 0.86
H: 2.32 0.29 -0.39
H: 0.27 0.11 1.92
H: -0.48 2.34 0.94
H: 0.74 2.18 -0.35
H: -1.26 1.25 -1.47
H: -1.82 0.54 0.06

Summary:
Kohn-Sham gap ... 8.47 eV
Energy above the lowest of the compared OMol25 structures with the same formula, charge and spin ... 407.8 kJ/mol
Max |F| ... 0.28 eV/A


# C6H10

An isolated molecule of C6H10 in a non-equilibrium geometry (wB97M-V/def2-TZVPD, OMol25).

Positions of all 16 atoms, in Å:
C: -1.41 -0.98 -0.18
C: -0.94 0.45 -0.11
C: -1.28 1.40 -1.18
C: 1.92 -1.15 0.52
C: 1.40 0.23 0.25
C: 0.04 0.43 0.82
H: -0.35 -1.37 -0.16
H: -1.88 -1.15 -1.16
H: -2.02 -1.40 0.63
H: -1.12 2.44 -1.00
H: -1.48 0.99 -2.15
H: 2.53 -1.58 1.31
H: 2.30 -1.67 -0.41
H: 2.21 0.28 0.97
H: 1.44 0.93 -0.57
H: 0.01 0.22 1.86

Summary:
Kohn-Sham gap ... 5.43 eV
Energy above the lowest of the compared OMol25 structures with the same formula, charge and spin ... 826.8 kJ/mol
Max |F| ... 7.77 eV/A


# C6H10

A 2-piece molecular cluster, C6H10 overall (wB97M-V/def2-TZVPD, OMol25).

Positions of all 16 atoms, in Å:
C: 2.22 0.08 0.15
C: 0.71 0.08 0.21
C: -0.13 1.27 0.04
C: -1.43 0.92 0.07
C: -1.52 -0.53 0.48
C: -0.10 -0.99 0.35
H: 2.58 -0.65 -0.57
H: 2.61 1.06 -0.13
H: 2.65 -0.18 1.12
H: 0.27 2.27 -0.10
H: -2.29 1.57 -0.07
H: -1.05 -0.30 -1.75
H: -1.73 -0.52 1.56
H: -2.31 -1.13 0.01
H: -0.67 -0.93 -1.75
H: 0.20 -2.03 0.37

Summary:
Kohn-Sham gap ... 9.66 eV
SMILES ... CC1=CCC=C1.[H][H]
Energy above the lowest of the compared OMol25 structures with the same formula, charge and spin ... 176.1 kJ/mol
Max |F| ... 0.71 eV/A